No. 1
{
  "formula": "C20H21BrCoN3",
  "method": "ωB97M-V with the def2-TZVPD basis set",
  "species": ["Co", "Br", "C", "C", "C", "C", "C", "C", "C", "C", "C", "C", "H", "H", "H", "H", "H", "H", "C", "C", "C", "C", "C", "C", "C", "C", "N", "H", "H", "H", "H", "H", "H", "N", "C", "C", "N", "H", "H", "H", "H", "H", "H", "H", "H", "H"],
  "positions_angstrom": [[-0.32610, -0.10708, -0.64784], [1.95439, -0.99107, -1.00221], [2.37276, -0.75760, 0.87873], [3.64786, -1.00940, 1.28791], [3.95327, -0.87183, 2.65359], [2.98162, -0.50553, 3.54393], [1.65404, -0.26390, 3.12019], [0.62769, 0.05569, 4.03818], [-0.66080, 0.23556, 3.61569], [-0.97733, 0.13399, 2.24738], [-0.01744, -0.15571, 1.30098], [1.32007, -0.37797, 1.73895], [4.40674, -1.32259, 0.58333], [4.95965, -1.07693, 2.99062], [3.21568, -0.40508, 4.59632], [0.87810, 0.14436, 5.08791], [-1.44421, 0.45663, 4.32881], [-2.01041, 0.28344, 1.94785], [-2.13073, -0.34551, -1.65442], [-1.93444, -1.75558, -1.59634], [-2.29272, -2.50507, -0.43566], [-2.20932, -3.87143, -0.42076], [-1.76364, -4.55718, -1.56214], [-1.38886, -3.84397, -2.71698], [-1.45593, -2.47880, -2.72997], [-1.68961, -5.97911, -1.57014], [-1.63374, -7.12751, -1.59296], [-2.85059, 0.07939, -0.95613], [-2.14688, 0.10270, -2.64383], [-2.66041, -1.97884, 0.43666], [-2.49263, -4.42908, 0.46120], [-1.05718, -4.39010, -3.58935], [-1.16684, -1.93467, -3.62112], [0.68945, 5.19857, -2.14867], [-0.02269, 4.61934, -0.95249], [-0.58793, 3.21413, -1.19059], [0.35550, 2.09565, -1.04670], [1.01443, 6.14692, -1.94523], [0.06527, 5.25868, -2.95597], [1.50535, 4.64771, -2.41793], [-0.83316, 5.30338, -0.70700], [0.68189, 4.61566, -0.12189], [-1.05896, 3.15235, -2.17426], [-1.37881, 3.07508, -0.45382], [0.89313, 2.19202, -0.18731], [1.01448, 2.03028, -1.81653]],
  "atomic_forces_ev_per_a": [[0.183, 0.238, 0.485], [0.310, -0.160, -0.008], [0.134, 0.014, 0.121], [-0.134, -0.035, -0.382], [-0.063, 0.047, 0.268], [0.143, -0.014, -0.041], [0.011, -0.070, -0.247], [-0.148, 0.060, 0.010], [0.040, 0.007, 0.157], [0.165, -0.050, -0.171], [-0.193, 0.149, -0.235], [-0.131, -0.013, 0.190], [0.012, 0.011, 0.026], [0.005, 0.019, -0.005], [0.007, -0.033, -0.003], [-0.001, -0.024, 0.000], [0.032, 0.002, 0.024], [-0.010, 0.033, 0.017], [-0.707, -0.335, -0.411], [-0.132, 0.059, -0.036], [0.006, 0.101, 0.107], [0.039, -0.046, 0.036], [0.019, 0.283, -0.064], [0.041, -0.022, 0.014], [0.165, 0.049, -0.036], [-0.025, -0.261, 0.028], [0.018, 0.069, 0.020], [0.166, 0.062, 0.118], [0.162, 0.062, 0.038], [0.008, -0.003, -0.005], [-0.022, -0.010, -0.018], [0.002, 0.011, 0.000], [-0.054, 0.005, -0.003], [-0.037, 0.015, 0.062], [-0.252, -0.323, 0.261], [0.113, -0.024, -0.021], [-0.022, 0.036, -0.104], [0.055, 0.051, -0.023], [-0.005, 0.009, -0.065], [0.072, -0.013, -0.045], [0.035, 0.063, -0.082], [0.049, 0.089, -0.037], [-0.059, -0.023, 0.031], [-0.022, 0.034, 0.000], [-0.002, -0.128, 0.020], [0.027, 0.009, 0.010]],
  "relative_energy_kj_mol": 25.3,
  "gap_ev": [7.03, 5.58],
  "charge": 2,
  "e_lumo_ev": [-6.3, -7.8],
  "spin_multiplicity": 5,
  "largest_force_ev_per_a": 0.88,
  "homo_energy_ha": [-0.4908, -0.4922]
}

No. 2
{
  "formula": "C4H9NO2",
  "method": "ωB97M-V with the def2-TZVPD basis set",
  "species": ["C", "C", "N", "C", "C", "O", "O", "H", "H", "H", "H", "H", "H", "H", "H", "H"],
  "positions_angstrom": [[2.96333, 0.22032, -0.23783], [1.46510, -0.04982, -0.35765], [0.65147, 0.19234, 0.83383], [-0.57792, -0.51709, 1.04760], [-1.54814, -0.19209, -0.13062], [-1.77660, 1.15746, -0.18267], [-1.69047, -0.93356, -1.05717], [3.44476, -0.26679, 0.62572], [3.40756, -0.14304, -1.15940], [3.09928, 1.29557, -0.08370], [1.02509, 0.52647, -1.19741], [1.22724, -1.07970, -0.67798], [1.26189, 0.07626, 1.63191], [-1.06746, -0.15816, 1.94857], [-0.57052, -1.61432, 1.17067], [-0.84724, 1.44871, -0.05354]],
  "atomic_forces_ev_per_a": [[-0.836, 0.218, 0.668], [-1.466, -1.191, -1.016], [1.097, 0.922, 0.728], [-1.793, -0.951, -0.201], [2.677, 0.122, -0.356], [0.132, -0.385, -0.437], [-1.235, -0.068, 0.390], [-0.314, -0.135, -0.335], [0.332, 0.263, 0.016], [0.261, -0.114, -0.334], [0.461, 0.097, 0.330], [0.669, -0.072, 0.005], [-0.240, 0.175, 0.221], [0.212, 0.318, 0.239], [0.566, 0.145, -0.426], [-0.523, 0.657, 0.509]],
  "relative_energy_kj_mol": 165.0,
  "gap_ev": 10.37,
  "e_lumo_ev": 0.8,
  "largest_force_ev_per_a": 2.70,
  "homo_energy_ha": -0.3506
}

No. 3
{
  "formula": "C19H19ClMoN5O4S2SbSe4",
  "method": "ωB97M-V with the def2-TZVPD basis set",
  "species": ["Mo", "Se", "Sb", "Se", "Se", "Se", "N", "C", "O", "C", "C", "H", "H", "H", "H", "H", "H", "C", "C", "N", "C", "C", "C", "C", "C", "C", "C", "C", "N", "C", "N", "H", "H", "H", "H", "H", "H", "H", "H", "H", "Cl", "C", "C", "C", "C", "N", "C", "H", "H", "H", "H", "O", "S", "O", "O", "S"],
  "positions_angstrom": [[-0.71162, -1.30798, -0.50581], [4.44081, -4.06111, -3.67772], [3.24673, -5.54418, -2.20019], [1.30323, -2.85243, -0.39486], [-0.66791, -3.75590, -1.10225], [4.72944, -6.68184, -0.68548], [-4.40798, -0.70267, 1.21772], [-3.11855, -1.00421, 1.03194], [-2.75391, -1.39900, -0.09500], [-2.10074, -0.85063, 2.11567], [-0.79526, -1.51494, 1.66295], [-4.96061, -0.56764, 0.38150], [-4.67361, -0.20295, 2.04798], [-2.50611, -1.18911, 3.07624], [-1.94893, 0.23370, 2.20413], [-0.79508, -2.58700, 1.87434], [0.06175, -1.06564, 2.16422], [-2.18775, 2.75749, 0.54069], [-1.95603, 1.59443, -0.36552], [-0.78608, 0.79400, -0.02021], [0.13226, 1.29842, 0.79309], [0.03701, 2.49945, 1.49368], [-1.22892, 3.20304, 1.35332], [1.00566, 3.04286, 2.38037], [2.18153, 2.66958, 2.97441], [2.90210, 1.42379, 3.03024], [4.06898, 1.34473, 3.81970], [4.70443, 0.13470, 3.91579], [4.26737, -0.97267, 3.30077], [3.17486, -0.80498, 2.56857], [2.47498, 0.31467, 2.40385], [-3.14565, 3.24974, 0.43471], [-2.83549, 0.94933, -0.38179], [1.01284, 0.69091, 0.96022], [-1.40042, 4.08772, 1.95979], [0.71719, 4.04928, 2.68552], [2.63191, 3.44117, 3.59067], [4.43963, 2.21784, 4.34099], [5.60264, 0.02382, 4.51630], [2.78508, -1.68662, 2.06604], [-1.84288, -0.77758, -5.84872], [-0.50875, -0.80946, -4.74922], [0.79343, -0.89066, -5.20844], [1.81765, -0.91372, -4.27906], [1.50330, -0.87489, -2.93398], [0.24285, -0.81027, -2.50216], [-0.75496, -0.76387, -3.39077], [0.99240, -0.94337, -6.27001], [2.85060, -1.00858, -4.58028], [2.26986, -0.94759, -2.17788], [-1.76682, -0.68134, -3.01012], [-3.87277, 0.11769, -2.45526], [-3.91223, 1.57483, -2.55414], [-4.71178, 2.18221, -1.49940], [-4.12706, 2.09701, -3.88456], [-1.91261, 2.18042, -2.13257]],
  "atomic_forces_ev_per_a": [[0.698, -0.615, -0.051], [0.031, 0.028, -0.007], [0.046, -0.030, 0.013], [0.214, 0.277, 0.542], [-0.583, -0.222, -0.168], [-0.018, 0.043, -0.103], [0.118, 0.064, -0.026], [-0.163, -0.069, 0.061], [-0.125, -0.130, 0.109], [0.072, 0.144, 0.029], [-0.063, 0.005, -0.169], [-0.020, 0.013, -0.046], [-0.006, -0.008, -0.004], [-0.010, -0.045, -0.021], [-0.011, -0.025, 0.062], [-0.014, 0.018, 0.007], [-0.023, 0.025, -0.009], [-0.005, 0.017, -0.035], [-0.065, -0.018, 0.087], [-0.064, 0.287, -0.032], [0.184, -0.052, -0.055], [-0.090, 0.028, 0.023], [-0.008, -0.016, 0.000], [0.018, 0.014, -0.004], [-0.009, 0.041, -0.007], [-0.010, -0.035, 0.053], [-0.010, 0.024, -0.032], [-0.006, -0.036, 0.013], [0.033, 0.013, -0.043], [-0.070, -0.013, 0.150], [0.053, -0.017, -0.054], [-0.001, 0.000, -0.011], [0.088, 0.096, -0.010], [-0.071, -0.042, -0.024], [0.006, -0.002, 0.012], [0.006, 0.008, -0.007], [0.018, -0.014, 0.001], [0.013, -0.006, -0.006], [0.004, 0.013, -0.002], [0.042, 0.016, -0.042], [0.003, 0.010, -0.023], [-0.045, -0.015, 0.010], [-0.010, 0.005, 0.018], [0.016, 0.013, -0.037], [-0.003, -0.018, 0.052], [-0.028, 0.149, -0.103], [0.118, 0.089, 0.001], [0.003, -0.007, -0.004], [-0.002, -0.019, 0.010], [0.007, 0.007, -0.009], [-0.209, 0.023, -0.060], [0.012, 0.026, 0.013], [0.031, -0.046, -0.117], [-0.054, -0.015, 0.054], [-0.016, 0.018, -0.011], [-0.026, 0.001, 0.011]],
  "relative_energy_kj_mol": 285.6,
  "gap_ev": [5.45, 5.86],
  "charge": -2,
  "e_lumo_ev": [3.3, 3.8],
  "spin_multiplicity": 3,
  "largest_force_ev_per_a": 0.93,
  "homo_energy_ha": [-0.0774, -0.0775]
}